The following is a quantum chemistry calculation of a 6-piece molecular cluster, C8H24Cl4N2O overall in a non-equilibrium geometry, from the OMol25 dataset.

Values from the calculation:
charge: -2
energy relative to the best compared isomer or geometry (same formula, charge and spin): 54.3 kcal per mole
HOMO-LUMO gap: 4.101 eV

Bonds (Å) are listed after each position.
Element x y z (Å)
1 N 3.653 2.037 -2.090  H2 1.010, H3 1.010, H4 1.010, H5 1.010
2 H 2.780 1.901 -2.580  N1 1.010
3 H 3.698 1.226 -1.490  N1 1.010
4 H 3.632 2.857 -1.500  N1 1.010
5 H 4.417 2.127 -2.743  N1 1.010
6 C 1.103 -2.221 2.192  C7 1.533, H16 1.090, H17 1.090, H18 1.090
7 C 0.697 -0.813 1.738  C6 1.533, N8 1.579, H19 1.090, H20 1.090
8 N -0.786 -0.575 1.251  C7 1.579, C9 1.587, C10 1.563, C12 1.614
9 C -1.701 -0.906 2.504  N8 1.587, H21 1.090, H22 1.090, H23 1.090
10 C -0.875 0.934 0.851  N8 1.563, C11 1.607, H24 1.090, H25 1.090
11 C 0.369 1.471 -0.013  C10 1.607, H26 1.090, H27 1.090, H28 1.090
12 C -1.094 -1.565 0.013  N8 1.614, C13 1.471, H29 1.090, H30 1.090
13 C -2.192 -1.158 -0.877  C12 1.471, O14 1.415, H31 1.090, H32 1.090
14 O -3.404 -0.851 -0.214  C13 1.415, C15 1.462
15 C -4.489 -0.584 -1.157  O14 1.462, H33 1.090, H34 1.090, H35 1.090
16 H 2.151 -2.473 2.032  C6 1.090
17 H 0.575 -3.037 1.700  C6 1.090
18 H 0.971 -2.394 3.260  C6 1.090
19 H 1.425 -0.816 0.927  C7 1.090
20 H 0.954 -0.084 2.506  C7 1.090
21 H -1.795 -1.979 2.671  C9 1.090
22 H -2.668 -0.433 2.334  C9 1.090
23 H -1.262 -0.322 3.312  C9 1.090
24 H -0.828 1.411 1.830  C10 1.090
25 H -1.912 1.031 0.531  C10 1.090
26 H 0.636 0.797 -0.827  C11 1.090
27 H 1.220 1.506 0.666  C11 1.090
28 H 0.132 2.452 -0.424  C11 1.090
29 H -1.323 -2.482 0.555  C12 1.090
30 H -0.201 -1.728 -0.591  C12 1.090
31 H -2.450 -2.016 -1.499  C13 1.090
32 H -1.871 -0.275 -1.430  C13 1.090
33 H -4.548 -1.468 -1.793  C15 1.090
34 H -4.184 0.219 -1.828  C15 1.090
35 H -5.474 -0.399 -0.729  C15 1.090
36 Cl 1.532 2.601 -4.412  no bonds
37 Cl 6.125 2.939 -3.986  no bonds
38 Cl 3.564 -0.943 -0.901  no bonds
39 Cl 3.423 4.013 0.212  no bonds

These are the Löwdin partial charges, in e, on atoms 1 to 8: atom 1 (N): 0.1541, atom 2 (H): -0.0652, atom 3 (H): -0.0768, atom 4 (H): -0.1191, atom 5 (H): -0.0785, atom 6 (C): -0.0922, atom 7 (C): -0.1780, atom 8 (N): -0.1903


The following is a quantum chemistry calculation of one molecule with the formula C15H22N2O3 in a non-equilibrium geometry, from the OMol25 dataset.

Values from the calculation:
energy relative to the best compared isomer or geometry (same formula, charge and spin): 177.4 kcal per mole
HOMO-LUMO gap: 9.263 eV
SMILES string: CC(C)C[C@H](N)C(=O)N[C@@H](Cc1ccccc1)C(=O)O

Bonds (Å) are listed after each position.
Element x y z (Å)
1 C 2.721 -3.860 -2.057  C2 1.482, H21 1.054, H22 1.131, H23 1.208
2 C 2.399 -3.898 -0.611  C1 1.482, C3 1.550, C4 1.537, H24 1.153
3 C 3.730 -4.340 0.049  C2 1.550, H25 1.218, H26 1.220, H27 1.105
4 C 1.752 -2.693 0.090  C2 1.537, C5 1.590, H28 1.191, H29 1.219
5 C 1.930 -1.370 -0.774  C4 1.590, N6 1.459, C7 1.681, H30 1.158
6 N 3.336 -1.039 -0.566  C5 1.459, H31 1.103, H32 1.040
7 C 1.032 -0.132 -0.075  C5 1.681, O8 1.202, N9 1.501
8 O 1.354 0.522 0.880  C7 1.202
9 N -0.103 0.393 -0.906  C7 1.501, C10 1.495, H33 1.088
10 C -1.185 1.053 -0.113  N9 1.495, C11 1.591, C18 1.585, H34 1.226
11 C -1.116 2.630 0.088  C10 1.591, C12 1.439, H35 1.155, H36 1.114
12 C -2.211 3.114 0.885  C11 1.439, C13 1.423, C17 1.369
13 C -2.021 3.289 2.284  C12 1.423, C14 1.502, H37 1.139
14 C -3.251 3.607 3.086  C13 1.502, C15 1.324, H38 1.077
15 C -4.292 4.072 2.414  C14 1.324, C16 1.488, H39 1.040
16 C -4.376 4.288 0.944  C15 1.488, C17 1.394, H40 1.072
17 C -3.301 3.691 0.290  C12 1.369, C16 1.394, H41 1.182
18 C -2.444 0.453 -0.866  C10 1.585, O19 1.249, O20 1.289
19 O -3.503 -0.047 -0.433  C18 1.249
20 O -2.405 0.653 -2.139  C18 1.289, H42 1.124
21 H 1.985 -3.506 -2.724  C1 1.054
22 H 3.680 -3.342 -2.357  C1 1.131
23 H 2.861 -5.040 -2.275  C1 1.208
24 H 1.832 -4.903 -0.625  C2 1.153
25 H 3.779 -4.058 1.233  C3 1.218
26 H 4.480 -3.752 -0.713  C3 1.220
27 H 4.016 -5.408 0.053  C3 1.105
28 H 2.166 -2.375 1.160  C4 1.191
29 H 0.604 -3.078 0.225  C4 1.219
30 H 1.834 -1.379 -1.928  C5 1.158
31 H 3.844 -0.232 -1.121  N6 1.103
32 H 3.370 -0.540 0.346  N6 1.040
33 H -0.618 -0.284 -1.582  N9 1.088
34 H -1.065 0.764 1.073  C10 1.226
35 H -1.104 3.154 -0.941  C11 1.155
36 H -0.173 3.034 0.524  C11 1.114
37 H -1.220 2.763 2.901  C13 1.139
38 H -3.372 3.591 4.156  C14 1.077
39 H -4.976 4.498 3.072  C15 1.040
40 H -5.266 4.661 0.476  C16 1.072
41 H -3.037 3.656 -0.862  C17 1.182
42 H -1.667 1.388 -2.561  O20 1.124

These are the Löwdin partial charges, in e, on atoms 1 to 8: atom 1 (C): -0.1557, atom 2 (C): -0.5054, atom 3 (C): -0.1144, atom 4 (C): -0.1356, atom 5 (C): -0.2973, atom 6 (N): -0.0020, atom 7 (C): -0.3362, atom 8 (O): 0.0722


The following is a quantum chemistry calculation of one molecule with the formula C17H23N3O2, from the OMol25 dataset.

Values from the calculation:
energy relative to the best compared isomer or geometry (same formula, charge and spin): 4.8 kcal per mole
HOMO-LUMO gap: 9.363 eV
SMILES string: CCC[C@@H](C)C1(CC)C(=O)NC(=Nc2ccccc2)NC1=O

Bonds (Å) are listed after each position.
Element x y z (Å)
1 C -1.034 2.253 1.081  C2 1.524, H23 1.089, H24 1.088, H25 1.085
2 C 0.211 3.131 1.040  C1 1.524, C3 1.534, H26 1.089, H27 1.094
3 C 1.424 2.538 0.311  C2 1.534, C4 1.550, H28 1.093, H29 1.093
4 C 2.271 1.440 1.003  C3 1.550, C5 1.524, C6 1.566, H30 1.097
5 C 2.279 1.577 2.521  C4 1.524, H31 1.086, H32 1.087, H33 1.086
6 C 1.942 -0.009 0.507  C4 1.566, C7 1.549, C9 1.511, C21 1.522
7 C 2.978 -1.013 1.069  C6 1.549, C8 1.525, H34 1.089, H35 1.091
8 C 2.807 -2.406 0.470  C7 1.525, H36 1.087, H37 1.089, H38 1.088
9 C 0.585 -0.482 0.976  C6 1.511, O10 1.209, N11 1.372
10 O 0.312 -0.678 2.137  C9 1.209
11 N -0.358 -0.722 0.009  C9 1.372, C12 1.382, H39 1.015
12 C -0.213 -0.597 -1.360  N11 1.382, N13 1.265, N20 1.375
13 N -1.124 -0.745 -2.225  C12 1.265, C14 1.387
14 C -2.413 -1.183 -1.959  N13 1.387, C15 1.396, C19 1.394
15 C -2.667 -2.385 -1.295  C14 1.396, C16 1.382, H40 1.082
16 C -3.966 -2.826 -1.130  C15 1.382, C17 1.384, H41 1.080
17 C -5.026 -2.076 -1.611  C16 1.384, C18 1.386, H42 1.079
18 C -4.779 -0.886 -2.277  C17 1.386, C19 1.381, H43 1.080
19 C -3.484 -0.444 -2.460  C14 1.394, C18 1.381, H44 1.079
20 N 1.047 -0.246 -1.784  C12 1.375, C21 1.370, H45 1.014
21 C 2.138 0.029 -1.002  C6 1.522, N20 1.370, O22 1.207
22 O 3.197 0.300 -1.513  C21 1.207
23 H -1.292 1.903 0.083  C1 1.089
24 H -1.874 2.830 1.462  C1 1.088
25 H -0.898 1.399 1.735  C1 1.085
26 H 0.485 3.412 2.056  C2 1.089
27 H -0.046 4.052 0.510  C2 1.094
28 H 2.104 3.374 0.128  C3 1.093
29 H 1.098 2.187 -0.670  C3 1.093
30 H 3.299 1.595 0.652  C4 1.097
31 H 1.332 1.274 2.955  C5 1.086
32 H 2.478 2.612 2.786  C5 1.087
33 H 3.066 0.967 2.957  C5 1.086
34 H 2.849 -1.074 2.149  C7 1.089
35 H 3.978 -0.640 0.844  C7 1.091
36 H 3.543 -3.082 0.897  C8 1.087
37 H 1.817 -2.803 0.686  C8 1.089
38 H 2.950 -2.389 -0.609  C8 1.088
39 H -1.276 -1.005 0.337  N11 1.015
40 H -1.839 -2.984 -0.941  C15 1.082
41 H -4.150 -3.760 -0.620  C16 1.080
42 H -6.040 -2.422 -1.475  C17 1.079
43 H -5.602 -0.302 -2.661  C18 1.080
44 H -3.281 0.479 -2.980  C19 1.079
45 H 1.171 -0.194 -2.789  N20 1.014

These are the Löwdin partial charges, in e, on atoms 1 to 8: atom 1 (C): -0.0941, atom 2 (C): -0.2430, atom 3 (C): -0.1473, atom 4 (C): -0.2695, atom 5 (C): -0.0469, atom 6 (C): -0.2544, atom 7 (C): -0.1633, atom 8 (C): -0.0657


The following is a quantum chemistry calculation of one molecule with the formula C5H10 in a non-equilibrium geometry, from the OMol25 dataset.

Values from the calculation:
energy relative to the best compared isomer or geometry (same formula, charge and spin): 28.5 kcal per mole
HOMO-LUMO gap: 11.009 eV
SMILES string: C=CCCC

Bonds (Å) are listed after each position.
Element x y z (Å)
1 C -2.158 0.536 0.147  C2 1.323, H6 1.099, H7 1.085
2 C -1.196 -0.192 -0.396  C1 1.323, C3 1.545, H8 1.191
3 C -0.028 -0.852 0.371  C2 1.545, C4 1.506, H9 1.136, H10 1.102
4 C 1.341 -0.516 -0.162  C3 1.506, C5 1.482, H11 1.067, H12 1.121
5 C 1.701 0.913 -0.012  C4 1.482, H13 1.133, H14 1.160, H15 1.090
6 H -3.006 0.807 -0.497  C1 1.099
7 H -2.095 0.911 1.163  C1 1.085
8 H -1.446 -0.614 -1.481  C2 1.191
9 H -0.081 -1.983 0.289  C3 1.136
10 H -0.084 -0.641 1.451  C3 1.102
11 H 1.365 -0.794 -1.192  C4 1.067
12 H 2.091 -1.114 0.417  C4 1.121
13 H 2.747 1.235 -0.305  C5 1.133
14 H 0.962 1.623 -0.555  C5 1.160
15 H 1.579 1.231 1.024  C5 1.090

These are the Löwdin partial charges, in e, on atoms 1 to 8: atom 1 (C): -0.0304, atom 2 (C): -0.2033, atom 3 (C): -0.2405, atom 4 (C): -0.3257, atom 5 (C): -0.1478, atom 6 (H): 0.0559, atom 7 (H): 0.0570, atom 8 (H): 0.1375